1.
Below is a structure of composition C38H38CsI3N4O3Sb2, with properties calculated with the ωB97M-V functional and the def2-TZVPD basis.

Last column: Mulliken charge in e.
Positions of all 89 atoms, in Å:
Cs -0.158506 -0.179889 -0.750068  1.627
C -5.371389 -4.237188 -1.150472  -0.721
O -4.863343 -5.508537 -0.792711  -0.488
C -3.559971 -5.764519 -1.115559  0.779
C -3.079556 -7.024024 -0.775058  -0.498
C -1.763970 -7.360504 -1.040547  -0.337
C -0.896935 -6.437979 -1.615904  -0.048
C -1.394084 -5.195141 -1.988825  -0.299
C -2.716688 -4.853300 -1.743394  -0.362
N 0.431230 -6.867581 -1.953680  -0.754
N 1.430157 -6.156554 -1.722379  -0.386
C 1.346181 -4.972685 -0.958267  -0.248
C 0.621396 -4.868163 0.220760  -0.199
C 0.547335 -3.688523 0.936303  -1.078
C 1.146348 -2.485022 0.483689  0.271
O 0.986250 -1.381693 1.063202  -0.588
C 1.938236 -2.595923 -0.753404  0.668
N 2.499129 -1.458112 -1.231011  0.040
C 3.240686 -1.513878 -2.307504  -0.403
C 3.486843 -2.716075 -3.001960  -0.806
C 2.891509 -3.866089 -2.571040  -0.873
C 2.076931 -3.841416 -1.412514  0.892
H -6.415871 -4.230811 -0.849360  0.258
H -5.306076 -4.070716 -2.228805  0.295
H -4.841096 -3.432447 -0.634301  0.346
H -3.752256 -7.726101 -0.298517  0.403
H -1.385757 -8.342159 -0.780855  0.352
H -0.738601 -4.468198 -2.451385  0.425
H -3.059527 -3.866748 -2.023266  0.362
H 0.109410 -5.745005 0.598427  0.384
H -0.001660 -3.642296 1.868742  0.512
H 3.657755 -0.573648 -2.657983  0.265
H 4.121157 -2.709142 -3.879731  0.392
H 3.025103 -4.803371 -3.095826  0.449
C -2.620601 3.594192 1.762591  -1.545
Sb -0.847638 2.451725 1.246235  0.060
C 0.421729 4.161769 1.612302  -1.389
C -0.711363 1.507265 3.245355  -1.381
C 0.209755 2.174562 4.205696  0.465
C -0.274982 3.202942 5.015051  -0.348
C 0.542021 3.917524 5.880260  -0.706
C 1.890706 3.589568 5.944692  -0.603
C 2.385087 2.560229 5.160967  -0.595
C 1.581807 1.821469 4.274706  1.585
C 2.176584 0.765165 3.444145  -2.310
Sb 2.711326 1.342789 1.208698  0.461
C 3.947797 2.891573 2.097373  -1.314
C 4.161782 -0.242527 1.345339  -1.361
H -2.446770 4.155474 2.683114  0.454
H -3.477303 2.930951 1.893687  0.407
H -2.838555 4.289359 0.949474  0.370
H 0.810233 4.131689 2.631801  0.309
H -0.170726 5.070713 1.482247  0.544
H 1.254643 4.163764 0.908199  0.285
H -0.421699 0.474566 3.048755  0.228
H -1.739330 1.515550 3.615998  0.740
H -1.330706 3.451795 4.949362  0.275
H 0.132760 4.714995 6.489665  0.364
H 2.556432 4.130186 6.609001  0.373
H 3.437820 2.303726 5.222680  0.283
H 1.527832 -0.098980 3.293230  0.495
H 3.128923 0.432886 3.865679  0.675
H 4.654354 2.418706 2.784144  0.355
H 3.327179 3.583758 2.668201  0.309
H 4.496315 3.440002 1.333140  0.433
H 4.812252 -0.054229 2.202474  0.561
H 4.750724 -0.287756 0.430696  0.396
H 3.633226 -1.185518 1.488131  0.210
I -4.361656 -0.834292 -3.204041  0.038
C -3.585159 1.089917 -3.461071  -0.368
C -3.949428 1.821086 -4.588828  -0.506
C -3.432395 3.071525 -4.809627  -0.235
I -4.034658 4.096921 -6.538235  -0.043
C -2.519519 3.643837 -3.884868  1.136
C -1.905380 4.905870 -4.048743  -0.650
C -1.036104 5.373482 -3.105110  -0.957
C -0.790718 4.587475 -1.967233  -0.288
N -1.342883 3.415923 -1.777843  0.393
C -2.175342 2.912171 -2.715059  -0.292
C -2.686032 1.549517 -2.467772  0.295
O -2.316919 0.866837 -1.483630  -0.708
H -4.643743 1.388786 -5.297490  0.309
H -2.125038 5.489354 -4.933450  0.150
H -0.538081 6.327552 -3.223365  0.408
H -0.113539 4.936921 -1.192402  0.282
I 2.564588 2.571000 -2.514978  -0.216
C 3.943361 1.980201 -0.919153  -1.244
H 4.582095 2.866990 -0.841550  0.481
H 4.544568 1.202481 -1.405439  0.299

Forces on atoms 1 to 2 (eV/Å):
Cs 0.1 0.4 -1.9
C 0.0 0.0 0.0

HOMO-LUMO gap	0.168	Ha
electronic energy	-3309.245827	Eh
net charge	-2
HOMO level	-1.359	eV
LUMO	3.23	eV



2.
Below is a cluster of 2 separate species, C3H5IO in total, with properties calculated with the ωB97M-V functional and the def2-TZVPD basis.

Last column: natural (NBO) charge in e.
Positions of all 10 atoms, in Å:
C -0.337687 -0.908497 0.814924  0.569
C 0.782790 -1.452081 0.039266  -0.794
C -0.757486 1.950299 -0.102904  -0.494
O -0.944904 -1.319543 1.718897  -0.477
I -0.405631 1.588225 -2.127302  0.079
H 1.685648 -0.714637 0.106438  0.271
H 0.852320 -2.492889 0.264827  0.241
H 0.569127 -1.206853 -1.037936  0.268
H -1.590592 2.541172 0.024592  0.180
H 0.146415 2.014804 0.299198  0.158

Forces on atoms 1 to 2 (eV/Å):
C -0.1 1.6 -0.2
C 0.9 2.7 -1.9

HOMO-LUMO gap (spin up / spin down)	0.267 / 0.318	Ha
electronic energy	-490.083012	Eh
HOMO level (spin up / spin down)	-7.558 / -8.402	eV
LUMO (spin up / spin down)	-0.30 / 0.26	eV



3.
Below is the molecule C26H40N6O5S, with properties calculated with the ωB97M-V functional and the def2-TZVPD basis.

Last column: natural (NBO) charge in e.
Positions of all 78 atoms, in Å:
C -1.264428 6.791387 0.355839  -0.635
C -0.618881 5.548050 -0.171989  0.041
C -1.143480 4.299526 0.149690  -0.253
C -0.551920 3.152989 -0.342741  -0.101
C 0.561688 3.244069 -1.156392  -0.386
S 1.292918 1.728842 -1.747586  2.336
O 1.514639 1.772787 -3.165111  -0.942
O 0.483654 0.620185 -1.284183  -1.002
N 2.787607 1.769816 -0.987754  -0.669
C 3.730313 0.817823 -1.546093  -0.248
C 3.493847 -0.566139 -0.953907  -0.242
N 3.739939 -0.559912 0.483906  -0.439
C 3.012909 -1.602078 1.183635  -0.306
C 1.492057 -1.424308 1.272200  0.697
O 1.014664 -0.515406 1.931587  -0.643
N 0.679608 -2.301064 0.627249  -0.451
C 1.033276 -3.311437 -0.350819  -0.207
C 0.940643 -4.752629 0.178315  -0.212
C 1.937537 -5.008588 1.303330  -0.627
C 1.165303 -5.723544 -0.978558  -0.606
C -0.673898 -2.333588 1.080733  -0.136
C -1.702486 -1.836110 0.318318  0.466
N -1.468341 -1.327645 -0.921230  -0.805
N -3.001749 -1.945780 0.766249  -0.439
C -4.154208 -1.525158 -0.018147  -0.219
C -4.664856 -0.129429 0.373501  -0.229
C -5.909799 0.196870 -0.446828  -0.604
C -3.602731 0.952814 0.195142  -0.620
C -3.307053 -2.452049 2.022210  0.797
O -4.448519 -2.535861 2.418592  -0.633
N -2.240494 -2.852912 2.769156  -0.632
C -0.892547 -2.850932 2.402248  0.661
O -0.051986 -3.272678 3.170005  -0.623
C 3.688042 0.761409 1.081871  -0.230
C 2.637736 1.686902 0.463138  -0.274
C 1.118722 4.472513 -1.489181  0.054
C 2.339456 4.559393 -2.342336  -0.657
C 0.504541 5.613982 -0.985351  -0.222
H -1.333307 6.749975 1.441462  0.226
H -2.276306 6.884128 -0.036391  0.226
H -0.701031 7.676486 0.073959  0.217
H -2.011226 4.229508 0.787732  0.216
H -0.934524 2.174466 -0.103505  0.233
H 3.559514 0.808665 -2.623278  0.245
H 4.747887 1.163743 -1.348469  0.209
H 4.165358 -1.300343 -1.416766  0.199
H 2.455414 -0.843584 -1.189336  0.185
H 3.287727 -2.553674 0.732047  0.206
H 3.364621 -1.608727 2.219790  0.232
H 0.336425 -3.204934 -1.190937  0.206
H 2.037949 -3.122826 -0.728094  0.203
H -0.069357 -4.903653 0.573981  0.201
H 1.751426 -4.329800 2.131320  0.245
H 1.829886 -6.026420 1.670463  0.212
H 2.959796 -4.880508 0.952152  0.189
H 0.434627 -5.563839 -1.768523  0.205
H 2.160496 -5.590577 -1.398278  0.199
H 1.076029 -6.749697 -0.631434  0.213
H -2.197249 -0.761882 -1.324393  0.391
H -0.554777 -0.899949 -1.047947  0.446
H -4.948268 -2.246464 0.196044  0.246
H -3.921171 -1.582223 -1.081861  0.198
H -4.941592 -0.175081 1.431002  0.222
H -6.309955 1.164327 -0.155248  0.215
H -6.679794 -0.553552 -0.288485  0.215
H -5.672274 0.230812 -1.508701  0.198
H -2.703153 0.712994 0.758370  0.215
H -3.982728 1.903765 0.561582  0.218
H -3.345332 1.082441 -0.855939  0.193
H -2.454714 -3.203678 3.695692  0.430
H 4.679154 1.219518 0.976439  0.186
H 3.469493 0.658473 2.144309  0.235
H 1.643227 1.304022 0.707311  0.241
H 2.734736 2.695816 0.879212  0.203
H 2.541038 5.588592 -2.628377  0.215
H 2.214863 3.947008 -3.232046  0.254
H 3.196568 4.163881 -1.799085  0.238
H 0.918800 6.580680 -1.234481  0.211

Forces on atoms 1 to 2 (eV/Å):
C 0.0 0.0 0.0
C 0.0 -0.1 0.0

HOMO-LUMO gap	0.324	Ha
electronic energy	-2117.745113	Eh
HOMO level	-8.263	eV
SMILES	Cc1ccc(S(=O)(=O)N2CCN(CC(=O)N(CC(C)C)c3c(N)n(CC(C)C)c(=O)[nH]c3=O)CC2)c(C)c1
LUMO	0.55	eV



Table of ΔE to the lowest compared entry with this formula, charge and spin (kcal per mole), in record order: 0.0 81.5 0.0
Table of maximum force (eV/Å), in record order: 2.02 4.01 1.15